1.
Molecular formula: C87H107Ge3InN8S5
Method: DFT, the ωB97M-V functional and the def2-TZVPD basis

Structure (XYZ):
```
211
Properties=species:S:1:pos:R:3
H 7.38020 7.69670 3.39040
C -3.32160 0.90000 -1.26870
C 0.19070 0.42200 -3.67410
N -0.21210 2.56990 -1.67320
C 3.66630 5.40820 4.38480
C 4.39750 -5.17150 -1.14650
H 5.63510 5.09340 5.14490
H -4.74810 3.30960 2.05870
H 9.14430 2.35740 -0.66500
H 2.75380 3.59570 5.03270
H -2.32710 0.56870 2.76050
H 1.36140 -6.33280 -2.54660
C 3.58160 5.93040 -3.06400
S 2.47100 -1.30160 2.63690
H -5.28940 0.14500 1.23050
H 1.62930 8.06810 4.24500
C 0.58670 2.25460 -5.21290
N 0.24720 -1.55800 4.06580
C 5.04300 5.58600 4.38600
H 1.68780 -1.76970 6.98920
H -2.08000 -6.71620 0.49120
C 4.98010 4.00710 -1.58790
C 1.35340 -4.58110 2.82320
C 1.40130 -5.66560 -3.40590
C -0.41240 -5.79760 1.50400
H 0.23830 -2.57650 1.00050
H 3.38320 -2.56660 -0.25990
C -2.95500 1.29670 -2.65710
C -0.85510 -1.31030 4.98270
C 3.02200 4.56940 5.44770
H 1.76310 -0.49450 8.21240
C 5.90740 0.95430 3.37630
H -0.83990 3.76540 -0.08560
H -0.09740 2.17700 -8.19320
C 2.85080 -3.48700 -0.03320
H -2.48450 -5.21820 1.32020
H 4.81240 -0.86160 -0.24020
H 5.35520 7.71520 1.80450
H -2.99500 1.64430 5.56540
C 3.46610 4.58140 -3.35890
C -4.48420 0.36560 0.55590
C -1.81740 4.08280 3.54340
C 5.29570 -4.18420 -1.88430
C 7.17970 3.05200 -1.15410
H -5.21720 0.70410 3.36880
H 2.82720 6.74570 -4.90660
C -0.49230 3.72990 -1.10020
C 0.58580 1.42810 -6.31560
H 2.36920 -5.77070 -3.89010
H 5.61950 -4.61480 -2.83130
C -4.03060 2.40260 3.85580
C 4.43850 6.30530 -2.03990
H -1.59440 -0.77760 1.85730
S 2.36930 0.34590 -0.26620
H -0.23800 -5.77600 3.64510
C -0.79290 5.15390 3.57160
C 5.15080 5.36850 -1.31060
H -2.58060 2.32230 -2.69990
H -0.06360 -1.99060 3.20030
H -0.48270 -1.28660 6.00740
H 5.62930 0.30310 5.39260
C 6.29330 1.51430 0.95750
C 7.65140 1.59050 0.66440
C 2.90110 6.03410 3.39920
H 1.63200 -4.25700 3.82720
H 0.78230 3.30110 -5.38130
H 2.91900 0.18300 4.55660
C 0.84750 1.95140 -7.69500
C -2.95770 2.33780 4.73480
H -2.75460 -1.90790 -3.09630
C -2.72760 -2.14270 -2.05120
H -2.72550 -2.21410 5.51210
C 1.15640 -4.24270 -3.00430
H 7.50590 3.62990 -2.00860
C -0.70880 3.07800 5.56180
N 0.17880 2.81260 -2.92600
C -0.26470 4.76760 -1.99260
H -3.15810 4.57050 0.56080
C 5.37120 2.24320 0.21030
C -1.87620 -2.43290 4.87010
C 5.71090 -0.76450 1.68580
C 5.47500 -1.69340 2.68470
C 6.21630 2.36880 3.75900
N -2.42730 0.55330 -0.29560
H 2.20770 -3.70030 -0.88570
H 3.34900 8.09430 0.71290
C -0.08120 -5.08840 2.81050
C 2.81430 6.96300 -3.83870
H 0.18070 2.70690 5.04750
C 5.42040 -1.32710 4.02280
H -1.32870 -0.35260 4.73610
H 0.17080 -6.71950 1.43510
H -0.94610 2.41120 6.38840
C 0.06660 -0.37590 -4.84130
H 6.55950 -0.70420 -0.28840
Ge 1.20660 3.41330 2.20150
H 4.09940 -2.77010 4.87050
H 7.29000 2.55050 3.71140
C 5.66660 6.41540 3.46900
C 6.09670 5.81530 -0.23900
H 4.96570 -6.08220 -0.93730
H 1.37290 1.20420 -8.28760
H -5.50510 1.00060 -1.31620
C 5.91190 0.57260 2.03510
H 0.62790 -5.98190 -4.10510
N 2.00440 -0.14990 4.85530
H 6.13020 6.90000 -0.19760
C -4.59860 0.79820 -0.77400
C -3.94840 3.27560 2.78310
C 0.93220 7.26870 4.03260
H -1.44860 -3.38260 5.18500
H 5.80500 -3.17410 5.04560
H 4.62510 -4.34560 0.84120
H 5.87320 2.57820 4.76800
H 3.17630 -0.84350 7.21150
C -2.53250 -0.26200 2.08410
H -3.84340 1.24060 -3.28560
H 3.70940 4.41000 6.27620
H -0.20020 -1.41220 -4.70970
C 4.00710 2.16970 -3.01520
H -2.19440 0.63430 -3.06620
C 3.81790 -4.64900 0.17270
H -3.50030 -2.73600 1.03630
C 0.15680 4.14730 -3.14490
C -2.84240 5.08310 1.46770
C 1.69440 -1.89690 -3.11080
H -5.29480 1.16300 5.07180
C -5.24400 1.54720 4.05540
H 0.13890 -0.57120 -6.95700
H -0.37850 5.81670 -1.81920
H 5.31780 -2.73160 2.42880
H 5.77470 5.43430 0.72910
N 0.09080 -0.20580 -2.46480
C 5.08880 -2.35380 5.06670
C -1.89380 -6.12750 1.38560
H -3.53440 5.90770 1.64200
H -0.76820 -4.24840 2.93520
C 2.71350 7.48270 1.34820
H 6.18630 -3.94910 -1.30390
S -0.34830 1.89690 1.88310
C -1.26910 6.37430 4.05020
H 5.73320 3.07210 3.08400
N -1.56420 -2.35050 -1.40520
H 7.10400 5.44710 -0.42470
C 4.88520 7.04250 2.50710
C 1.42790 6.06780 3.52680
C 2.09000 -0.78270 7.21650
C -2.86430 4.12580 2.62300
H 2.26330 6.70210 0.73380
C 7.15000 6.63790 3.50050
N -1.76230 -2.62510 -0.11330
H -0.47180 4.06150 5.96520
In -0.25950 0.70550 -0.44640
H 2.11420 5.03990 5.82190
C 1.61980 0.25200 6.19050
C -1.85240 3.16030 4.59310
Ge 3.40560 2.08990 0.65290
H 2.36740 -1.10600 -3.41220
C 3.51660 6.84780 2.44210
C 0.56030 5.01270 3.26200
C -0.31570 -2.58270 -2.02460
H -2.22890 -6.70410 2.24430
C -0.41680 7.43940 4.26180
H 3.77050 2.07320 -4.07360
H -1.84870 5.50240 1.31780
H -6.15040 2.11200 3.84890
H 0.41410 4.60850 -4.07410
C 1.43480 -0.96610 3.97950
C 4.14840 3.61220 -2.63500
H -2.32520 6.46760 4.26710
H 2.03160 -5.39120 2.56030
C 5.82300 3.05170 -0.83020
H 5.09540 -1.91760 6.06330
C 0.48130 -1.53390 -2.49660
S 3.01670 2.18950 2.91420
H -3.22440 -0.94430 2.57790
H -0.79800 8.38530 4.62140
H 3.29190 -5.48390 0.64540
H 3.19790 1.69960 -2.45190
C 0.25330 0.09170 -6.11170
H 7.62820 6.10680 2.67620
H -0.64290 -4.68100 -1.93430
C 8.09470 2.33810 -0.40830
H -0.12860 -5.14370 0.67320
C -3.07140 -2.56480 0.06700
C -3.73300 -2.27350 -1.12690
H 4.76220 -3.26060 -2.09280
C 5.73710 -1.17720 0.24810
H 0.54200 0.40110 6.24960
C -3.14460 0.22140 0.81610
C 0.34640 1.81100 -3.90730
H 4.56640 7.35590 -1.81860
H 1.77460 6.97740 -3.50870
H 2.91150 -3.43950 -3.93010
H 1.44670 2.85930 -7.66600
H 2.84530 4.26650 -4.18620
C 2.00520 -3.20750 -3.38980
C 5.64030 0.00020 4.35250
H 4.92200 1.61990 -2.79920
Ge 1.59120 -3.09280 1.47210
H -2.23980 -2.52670 3.84990
H 2.10420 1.21120 6.39050
H 8.35210 1.02890 1.26800
S 2.29040 4.04160 0.28450
H 5.83030 -2.25520 0.16720
C 0.03130 -3.90630 -2.26990
H 3.23440 7.95450 -3.68030
H 7.57830 6.27900 4.43390
H 1.90870 8.10020 1.74400
H 3.57000 -5.44550 -1.80130
H -4.78380 -2.13500 -1.27420
```

Summary:
Charge = 0
Spin multiplicity = 1
Frontier orbital gap = 6.805 eV
HOMO energy = -6.471 eV
F_max = 1.32 eV Å⁻¹

=====

2.
Molecular formula: C2H3IN2O2
Method: DFT, the ωB97M-V functional and the def2-TZVPD basis

Structure (XYZ):
```
10
Properties=species:S:1:pos:R:3
C -0.35881 0.30560 0.17220
N 2.00442 0.11399 0.67170
H 0.86937 -1.31331 -0.39443
O 3.00109 -0.55647 0.74634
H -2.20926 0.82767 -0.85490
C -1.47373 0.03049 -0.71173
I 0.03831 2.14608 1.10244
O -1.47951 -0.45584 0.60759
N 0.99684 -0.42839 0.13206
H -1.38872 -0.66981 -1.47128
```

Summary:
SMILES string = O=NN[C@@]1(I)CO1
Charge = 0
Spin multiplicity = 1
Frontier orbital gap = 9.407 eV
Energy above the lowest of the compared OMol25 structures with the same formula, charge and spin = 4.549 eV
HOMO energy = -9.050 eV
F_max = 6.53 eV Å⁻¹

=====

3.
Molecular formula: C3H3PS
Method: DFT, the ωB97M-V functional and the def2-TZVPD basis

Structure (XYZ):
```
8
Properties=species:S:1:pos:R:3
H 4.46542 -1.30215 1.12200
H -2.87928 1.33963 -0.73141
C -1.33615 0.19499 0.02749
P 3.87909 -0.85235 -0.23353
S 1.17747 0.35461 1.37879
C -2.41790 0.37202 -0.70851
H -2.60841 -0.26711 -1.57820
C -0.28026 0.16037 0.72338
```

Summary:
Charge = 0
Spin multiplicity = 1
Frontier orbital gap (alpha / beta) = 6.430 / 6.520 eV
Energy above the lowest of the compared OMol25 structures with the same formula, charge and spin = 3.897 eV
HOMO energy (alpha / beta) = -8.083 / -8.303 eV
F_max = 2.12 eV Å⁻¹